Formula: C9H12AlCl2N2O4Y
Source: the OMol25 dataset
Level of theory: ωB97M-V with the def2-TZVPD basis set

Properties
Net charge ... +4
Multiplicity ... 1
ΔE to the lowest compared entry with this formula, charge and spin ... 0.0000 eV
HOMO level ... -20.7 eV
LUMO energy ... -17.310 eV

Geometry as XYZ:
```
31
Properties=species:S:1:pos:R:3:mulliken_charge:R:1
Y -4.40136 -0.01553 -2.38872 1.5249
Al -1.82317 -0.58811 -0.06489 0.5678
Cl -3.10760 1.22743 -0.32979 -0.1235
Cl -2.55047 -1.96143 -1.62606 -0.2062
C -1.74007 -1.93791 1.54654 0.5671
C -6.07931 1.23921 -1.44121 0.1847
C -5.86618 -1.26244 -1.18462 0.2081
O -1.55313 -2.87857 2.20406 0.0030
O -6.89316 1.60103 -0.68971 0.0945
O -6.62668 -1.75242 -0.45010 0.1354
C 1.83472 -0.17327 -2.40822 -0.9788
N 2.02833 0.13253 -0.99515 0.1198
C 3.41166 0.25733 -0.56096 -0.5503
C 3.52496 0.76465 0.85368 -0.7154
C 2.45103 0.23597 1.76209 -0.5919
N 1.17187 0.54172 1.13694 0.0897
C 0.01431 0.66857 2.03215 -1.0159
C 1.00306 0.17865 -0.14837 1.0152
O -0.18289 -0.14976 -0.59817 -0.3673
H 0.77344 -0.22058 -2.65373 0.2385
H 2.31216 -1.12975 -2.65769 0.3794
H 2.30418 0.60444 -3.02459 0.3624
H 3.90627 -0.72008 -0.65562 0.3532
H 3.91901 0.93671 -1.25330 0.3630
H 3.45823 1.85647 0.83329 0.3250
H 4.50261 0.49082 1.25805 0.3836
H 2.46957 0.72313 2.74003 0.3908
H 2.55834 -0.85291 1.91896 0.3212
H -0.31979 -0.30245 2.43605 0.2757
H 0.31802 1.30109 2.87961 0.4186
H -0.81794 1.18546 1.52944 0.2278
```